1.
DFT (ωB97M-V/def2-TZVPD) results for a structure of composition C16H19Cl2NO4.

Structure (XYZ):
```
42
Properties=species:S:1:pos:R:3:forces:R:3:mulliken_charge:R:1
C 3.961 1.514 5.394 11.03 -3.53 3.89 -1.243
C 4.682 1.225 4.015 7.82 10.43 7.99 -0.287
H 4.681 1.988 3.236 0.16 1.72 0.98 0.414
H 5.805 0.983 4.289 -1.73 0.91 -0.45 0.169
O 4.275 0.268 3.451 -1.85 -15.34 -4.34 -0.241
C 3.198 0.248 2.787 -1.07 -1.68 -3.02 0.031
O 2.646 1.279 2.671 -3.21 2.58 -0.83 -0.554
C 2.859 -1.060 1.978 -0.76 -0.37 3.67 0.782
C 3.592 -1.217 0.655 -5.15 -6.04 1.08 -1.252
H 4.444 -0.739 0.744 4.77 1.46 -0.21 0.654
C 2.754 -0.753 -0.446 2.59 7.14 -1.07 -0.588
N 1.584 -1.333 -0.635 -7.24 -2.60 2.28 0.208
C 0.957 -1.240 -1.822 -1.88 -5.27 1.78 0.864
O 1.508 -1.090 -2.842 2.76 2.73 -4.46 -0.599
C -0.268 -2.175 -2.062 -0.20 -0.72 13.04 -1.099
H -0.217 -3.326 -1.479 0.41 3.51 -1.76 0.222
O -1.532 -1.636 -1.169 5.59 -6.98 -0.86 -0.517
C -1.969 -0.534 -1.500 4.06 2.38 -8.77 0.758
C -1.534 0.228 -2.808 1.09 -5.50 4.86 -0.334
C -2.146 1.378 -2.843 1.94 7.28 -6.45 -0.387
C -3.082 1.965 -2.147 -3.83 -3.46 6.09 0.044
C -3.576 0.967 -0.935 8.43 1.14 -9.18 -0.857
C -2.996 -0.191 -0.823 -5.35 1.04 5.91 0.173
Cl -3.554 -1.182 0.641 0.53 0.52 -1.28 -0.227
H -4.251 1.474 -0.670 -10.06 5.64 5.57 0.860
Cl -3.987 3.426 -2.507 0.79 -0.90 0.32 -0.206
H -1.823 2.250 -3.643 -0.24 -2.62 1.10 0.067
H -0.657 -0.151 -3.396 -1.24 0.78 0.59 0.394
H -0.572 -2.346 -2.930 -2.41 -0.65 -7.72 0.674
C 0.780 -1.915 0.653 7.81 -0.74 -1.21 -1.120
H 1.256 -3.010 0.601 -1.60 2.11 0.78 0.225
C 1.339 -1.034 1.796 -1.72 -4.84 2.43 -1.202
H 0.880 -0.132 1.711 -0.59 3.08 -0.57 0.483
H 0.753 -1.434 2.780 1.65 0.69 -1.92 0.384
H -0.224 -1.882 0.586 -3.20 0.11 -0.61 0.863
H 3.189 -0.755 -1.451 0.82 0.17 0.39 0.540
H 2.530 0.559 -0.241 0.93 -3.20 -0.43 0.201
H 3.490 -2.461 0.616 1.61 3.04 -0.47 0.284
H 3.113 -1.960 2.717 -0.31 1.89 -1.62 0.356
H 3.096 1.650 5.186 -11.04 1.64 -2.05 0.514
H 4.356 2.386 5.948 -0.01 -0.51 -0.50 0.345
H 4.043 0.503 6.250 -0.12 2.95 -2.96 0.202
```
Forces are in eV/Å.

The value obtained for the total energy is -51611.28889 eV. The calculation puts the relative energy (zero: lowest compared OMol25 entry of this formula, charge and spin) at 344.67 kcal/mol. The value obtained for the HOMO energy is -8.0 eV. The value obtained for the HOMO-LUMO gap is 0.3032 Eh.

2.
DFT (ωB97M-V/def2-TZVPD) results for a structure of composition C36H37N7O2SW.

Structure (XYZ):
```
84
Properties=species:S:1:pos:R:3:forces:R:3:mulliken_spin:R:1
W 0.212 0.203 0.169 -0.57 0.47 1.05 1.517
C 4.833 -2.624 -1.543 -0.14 -0.03 -0.02 0.001
C 3.360 -2.871 -1.855 0.08 0.01 -0.11 0.000
C 3.213 -3.643 -3.177 -0.04 0.03 0.07 0.000
C 2.531 -1.607 -1.946 -0.08 -0.15 -0.01 -0.051
C 3.091 -0.357 -2.201 -0.04 0.03 -0.04 0.008
C 2.297 0.751 -2.451 0.00 0.00 -0.01 0.012
C 0.904 0.655 -2.493 -0.16 -0.15 -0.26 0.070
C 0.071 1.764 -3.070 0.00 0.05 0.05 -0.003
C 0.321 -0.590 -2.185 0.43 -0.01 -0.54 0.060
C 1.142 -1.700 -1.897 0.05 0.05 -0.33 0.052
H 5.334 -3.576 -1.372 0.02 0.02 0.00 0.000
H 4.957 -2.008 -0.652 0.05 0.02 0.05 -0.001
H 5.337 -2.138 -2.380 0.04 0.00 0.02 0.000
H 2.941 -3.490 -1.058 -0.07 0.00 0.07 -0.001
H 3.601 -3.050 -4.007 0.02 -0.02 0.00 0.000
H 2.168 -3.874 -3.390 0.01 -0.02 -0.02 0.001
H 3.764 -4.582 -3.135 0.02 0.02 0.00 0.000
H 4.166 -0.249 -2.254 0.00 0.00 0.03 0.000
H 2.758 1.697 -2.705 0.01 0.02 0.07 0.001
H -0.939 1.781 -2.658 0.00 0.00 0.00 0.011
H -0.017 1.625 -4.150 0.02 -0.05 0.00 0.004
H 0.526 2.733 -2.892 -0.01 0.04 -0.02 -0.003
H -0.707 -0.737 -2.497 -0.11 0.07 0.31 -0.010
H 0.696 -2.684 -1.788 -0.04 0.03 0.15 -0.004
N 1.580 6.932 4.601 -0.03 -0.03 -0.04 0.000
C 1.342 6.104 3.564 0.01 -0.07 -0.08 0.001
C 2.198 5.011 3.310 0.00 0.01 0.04 -0.001
C 1.946 4.157 2.266 0.07 0.05 -0.06 -0.003
C 0.845 4.385 1.442 -0.05 -0.43 -0.30 0.000
C -0.011 5.465 1.665 -0.02 0.08 -0.07 0.002
C 0.239 6.316 2.711 0.00 0.03 0.06 0.000
S 0.421 3.275 0.187 -0.24 -0.47 0.10 0.043
O -0.183 3.936 -0.920 -0.04 0.34 0.11 -0.002
O 1.542 2.340 -0.119 -0.06 -0.32 0.21 0.004
N -0.571 2.091 0.760 0.83 0.02 -0.28 0.044
C -1.891 2.052 0.424 -0.69 -0.16 -0.23 0.050
N -2.167 0.867 -0.157 0.74 0.42 0.33 -0.002
C -3.460 0.600 -0.365 -0.04 -0.26 -0.26 0.022
C -4.439 1.527 -0.078 0.03 0.05 0.01 -0.001
C -4.019 2.761 0.412 0.06 -0.06 -0.07 0.007
N -2.744 3.023 0.674 0.13 0.08 0.17 -0.004
H 2.389 6.811 5.183 0.00 0.04 0.02 0.000
H 0.998 7.733 4.764 0.02 0.02 0.02 0.000
H 3.061 4.855 3.946 0.01 0.00 -0.02 0.000
H 2.616 3.335 2.053 0.01 -0.01 0.08 0.000
H -0.856 5.625 1.008 0.00 0.03 0.05 0.000
H -0.410 7.164 2.887 -0.01 -0.01 -0.01 0.000
H -3.702 -0.360 -0.806 0.00 -0.02 0.05 0.000
H -5.482 1.313 -0.251 0.01 -0.01 -0.03 0.000
H -4.720 3.563 0.611 -0.04 -0.04 -0.02 0.000
C -2.744 -3.175 -0.137 0.00 -0.04 0.07 -0.008
C -3.136 -3.362 1.186 0.12 0.12 -0.02 0.012
C -2.476 -2.653 2.166 -0.03 -0.11 0.01 -0.003
C -1.446 -1.774 1.833 -0.07 -0.06 0.01 0.054
N -1.098 -1.562 0.537 0.15 0.10 0.15 -0.008
C -1.746 -2.272 -0.407 -0.01 -0.12 -0.32 0.024
C -0.703 -0.999 2.814 0.17 0.23 -0.11 0.012
C -0.741 -1.252 4.187 -0.04 -0.01 0.00 -0.017
C -0.013 -0.457 5.049 -0.02 -0.05 0.08 0.028
C 0.736 0.602 4.545 -0.01 0.00 -0.06 -0.014
C 0.776 0.839 3.182 0.05 0.10 -0.12 0.033
C 0.078 0.034 2.284 -0.33 -0.20 0.30 -0.064
H -3.205 -3.717 -0.951 0.00 0.01 0.00 0.000
H -3.938 -4.042 1.440 0.01 -0.01 0.00 0.000
H -2.757 -2.759 3.203 0.01 -0.01 -0.01 0.001
H -1.454 -2.126 -1.435 0.02 0.09 0.10 -0.004
H -1.319 -2.076 4.586 -0.01 0.02 0.00 0.001
H -0.030 -0.655 6.112 -0.02 0.01 -0.01 0.001
H 1.284 1.245 5.221 0.01 -0.01 -0.01 0.000
H 1.360 1.671 2.808 0.02 0.01 0.05 0.048
N 3.657 1.006 1.008 -0.12 -0.03 -0.03 0.020
C 3.325 -0.258 1.321 -0.06 -0.04 -0.19 0.000
C 4.235 -1.019 2.091 0.06 -0.09 0.05 -0.002
C 3.948 -2.306 2.434 -0.02 0.16 -0.08 0.002
C 2.748 -2.866 1.973 -0.07 -0.09 -0.03 0.001
C 1.917 -2.090 1.226 -0.02 -0.14 0.05 0.004
N 2.153 -0.788 0.895 -0.05 0.34 -0.12 0.043
H 4.543 1.366 1.313 0.03 -0.01 -0.03 0.000
H 3.065 1.580 0.429 0.04 0.08 0.01 0.004
H 5.163 -0.550 2.390 -0.02 0.01 0.04 0.000
H 4.632 -2.885 3.039 0.03 0.01 -0.01 0.000
H 2.478 -3.887 2.198 -0.02 0.01 -0.03 0.000
H 0.990 -2.506 0.862 0.04 0.00 -0.01 0.013
```
Forces are in eV/Å.

Its expectation value of S² is 2.0173. The value obtained for the total energy is -65106.69178 eV. Its spin multiplicity is 3. The calculation puts the relative energy (zero: lowest compared OMol25 entry of this formula, charge and spin) at 18.11 kcal/mol. The value obtained for the HOMO energy (spin up / spin down) is -12.9 / -12.9 eV. The charge is +2. The value obtained for the HOMO-LUMO gap (spin up / spin down) is 0.2501 / 0.2346 Eh.